# 1
Density functional theory data (wB97M-V/def2-TZVPD) for an isolated ion of composition C5H4NO4S and charge -1 at a distorted geometry.

```
15
C5H4NO4S (wB97M-V/def2-TZVPD)
O 1.972 2.890 0.034
C 1.542 1.746 0.077
C 2.323 0.575 -0.148
C 1.910 -0.725 -0.107
C 0.655 -1.308 0.164
C -0.532 -0.745 0.420
N -1.611 -0.390 0.743
S -3.165 -0.148 -0.136
O -3.679 -1.498 -0.084
O -3.834 0.820 0.691
O -2.725 0.313 -1.429
H 0.474 1.560 0.312
H 3.365 0.760 -0.381
H 2.683 -1.459 -0.315
H 0.621 -2.391 0.158
```

Results
Charge: -1
Strongest force on any atom: 1.1 eV Å⁻¹
SMILES: O=C/C=C\C=C=NS(=O)(=O)[O-]
Relative energy (zero: lowest compared OMol25 entry of this formula, charge and spin): 0.0 kcal per mole
HOMO-LUMO gap: 0.294 Eh
E_HOMO: -4.971 eV
Multiplicity: 1

---

# 2
Density functional theory data (wB97M-V/def2-TZVPD) for one molecule with the formula C5H4O at a distorted geometry.

```
10
C5H4O (wB97M-V/def2-TZVPD)
C -0.556 0.962 -3.223
C -0.316 0.504 -2.114
C 0.055 0.042 -0.883
C 0.492 -0.269 0.217
C 0.610 -0.462 1.709
O -0.560 -1.176 2.155
H -0.690 1.711 -4.130
H 0.871 0.483 2.225
H 1.417 -1.245 2.065
H -1.324 -0.549 1.979
```

Results
Charge: 0
Strongest force on any atom: 3.5 eV Å⁻¹
SMILES: C#CC#CCO
Relative energy (zero: lowest compared OMol25 entry of this formula, charge and spin): 73.6 kcal per mole
HOMO-LUMO gap: 0.376 Eh
E_HOMO: -9.493 eV
Multiplicity: 1

---

# 3
Density functional theory data (wB97M-V/def2-TZVPD) for one molecule with the formula C5H4O at a distorted geometry.

```
10
C5H4O (wB97M-V/def2-TZVPD)
C -1.446 -2.787 -0.300
C -0.634 -1.956 -0.185
C 0.048 -0.891 -0.118
C 0.518 0.166 -0.078
C 0.834 1.504 -0.123
O 0.910 2.129 1.089
H -2.039 -3.625 -0.409
H 1.711 1.567 -0.765
H -0.038 1.923 -0.753
H 0.136 1.970 1.643
```

Results
Charge: 0
Strongest force on any atom: 3.6 eV Å⁻¹
SMILES: C#CC#CCO
Relative energy (zero: lowest compared OMol25 entry of this formula, charge and spin): 81.5 kcal per mole
HOMO-LUMO gap: 0.365 Eh
E_HOMO: -9.235 eV
Multiplicity: 1

---

- E_HOMO of number 3 (C5H4O)?
  -9.235 eV

---

- multiplicity of number 2 (C5H4O)?
  1

---

- Among the records above, which one has the lowest relative energy (zero: lowest compared OMol25 entry of this formula, charge and spin)?
  C5H4NO4S